Record 1
The following is a quantum chemistry calculation of a 2-piece molecular cluster, C6H11INO2 overall in a non-equilibrium geometry, from the Open Molecules 2025 dataset.

Computed properties:
Energy relative to the best compared isomer or geometry (same formula, charge and spin), kcal/mol: 47.8
Kohn-Sham gap, eV: 8.80
Charge: +1
F_max, eV/Å: 3.08

Geometry (Å):
C: -1.038882 0.287160 3.016299
C: -0.936080 0.119853 1.728007
C: -0.683086 1.715199 3.332483
C: 1.616131 -1.943282 -2.356697
C: -0.328633 0.323689 -2.619720
C: 1.722842 -0.834323 -1.634691
N: 0.659191 0.224149 -1.513146
O: -1.263639 -0.690820 4.005910
O: -1.001211 0.072951 0.513013
I: 3.256183 -0.593032 -0.120456
H: 0.312175 1.674666 3.858729
H: -0.573739 2.325468 2.390268
H: -1.565127 2.083936 4.025199
H: 0.673906 -2.234770 -2.880525
H: -0.510522 -0.511834 4.580573
H: 2.552120 -2.505178 -2.314526
H: -1.295770 0.118574 -2.220439
H: -0.464562 1.397009 -2.856987
H: -0.194040 -0.276880 -3.590988
H: 1.106461 1.057936 -1.318222
H: 0.143017 0.199884 -0.569765

Forces on the atoms, in the same order (eV/Å):
C 0.001 -0.543 -0.242
C -0.674 -1.218 -2.333
C -0.869 0.501 1.584
C -0.147 0.822 0.410
C -0.794 1.035 -1.535
C -0.242 0.078 1.164
N -0.316 -2.680 0.085
O 0.643 1.666 -1.558
O 0.030 0.330 2.652
I -0.855 0.109 -1.074
H -1.017 0.545 -0.263
H -0.262 -0.471 1.152
H 2.025 -0.193 -1.343
H 1.268 0.210 0.184
H -0.063 -0.509 0.662
H -0.797 -0.550 -0.369
H -0.613 -0.820 0.375
H 0.609 -0.546 -0.241
H 0.485 0.888 1.902
H 1.676 2.529 -0.548
H -0.089 -1.185 -0.666

natural (NBO) population analysis, charges in e, atoms 1 to 6: number 1, C, carries 0.063; number 2, C, carries 0.644; number 3, C, carries -0.635; number 4, C, carries -0.401; number 5, C, carries -0.456; number 6, C, carries -0.015

=====

Record 2
The following is a quantum chemistry calculation of C6H11MnN2O9P2Se as an isolated structure in a non-equilibrium geometry, from the Open Molecules 2025 dataset.

Computed properties:
<S²>: 8.753
Kohn-Sham gap (alpha / beta), eV: 7.73 / 8.08
Multiplicity: 6
Charge: -1
F_max, eV/Å: 1.88

Geometry (Å):
Mn: 0.865063 -0.459022 -0.951466
O: 2.215462 -1.787522 2.149034
P: 0.697862 -1.633122 1.589934
O: -0.277038 -2.140322 2.561234
O: 0.583462 -0.205522 1.105034
O: 0.879862 -2.570122 0.251834
P: -0.405838 -2.954322 -0.726666
O: 0.403362 -3.868322 -1.777066
O: -1.462337 -3.693822 -0.043466
O: -0.754738 -1.658922 -1.444666
H: 2.215162 -2.576522 2.686934
H: 1.023362 -3.321022 -2.265766
O: 2.745162 0.914878 -1.481866
C: 3.209462 -0.005222 -2.183866
O: 2.633063 -1.091122 -2.377566
H: 4.199062 0.159978 -2.664366
C: -2.970938 0.164178 -0.412766
N: -2.083537 1.087478 0.235834
C: -2.077938 1.417778 1.561134
C: -1.020938 2.239778 1.771434
N: -0.386338 2.407278 0.575734
C: 0.863862 3.070678 0.343334
C: -1.018638 1.662378 -0.351666
Se: -0.574537 1.625278 -2.145666
H: -3.814937 -0.043522 0.238734
H: -2.437138 -0.767522 -0.632066
H: -3.307737 0.591378 -1.358266
H: -2.806338 1.036378 2.246534
H: -0.674538 2.709178 2.668634
H: 1.169562 3.573878 1.256134
H: 0.754062 3.787478 -0.471866
H: 1.615662 2.327978 0.047534

Forces on the atoms, in the same order (eV/Å):
Mn 0.740 1.212 -1.232
O -0.323 0.402 -0.318
P 0.550 -0.177 1.385
O -0.088 -0.192 -0.054
O 0.310 -0.095 -0.817
O -0.620 0.386 -0.001
P -0.276 -0.931 -0.525
O -0.267 -0.171 0.284
O 0.001 -0.241 0.070
O 0.635 0.107 0.258
H 0.157 -0.383 0.352
H 0.252 0.120 -0.232
O -0.186 0.067 0.502
C 0.430 0.513 -0.033
O -0.713 -0.880 0.126
H -0.217 -0.069 0.030
C -0.272 -0.622 -0.440
N 0.700 0.306 0.208
C 0.148 0.362 0.509
C -0.492 -0.091 0.400
N -0.568 -0.553 -0.028
C 0.571 0.029 -0.279
C -0.285 0.595 -0.639
Se 0.101 -0.170 -0.200
H -0.027 0.102 0.067
H -0.184 0.222 0.036
H -0.026 -0.002 0.091
H -0.077 -0.094 0.103
H 0.076 0.005 0.165
H -0.007 0.010 0.051
H 0.035 -0.030 0.082
H -0.077 0.260 0.081

natural (NBO) population analysis, charges in e, atoms 1 to 6: number 1, Mn, carries 1.431; number 2, O, carries -0.994; number 3, P, carries 2.512; number 4, O, carries -1.115; number 5, O, carries -1.210; number 6, O, carries -1.118

=====

Record 3
The following is a quantum chemistry calculation of the molecule C6H11N in a non-equilibrium geometry, from the Open Molecules 2025 dataset.

Computed properties:
Energy relative to the best compared isomer or geometry (same formula, charge and spin), kcal/mol: 131.7
Kohn-Sham gap, eV: 5.84
F_max, eV/Å: 3.37

Geometry (Å):
C: 1.082693 -0.661329 1.757604
N: 2.809597 0.312502 -0.433444
C: 1.354961 0.249777 -0.544144
C: 0.470485 -0.147889 0.527223
C: -0.884274 -0.276957 0.201449
C: -1.614697 0.102880 -0.896730
C: -3.088827 0.345348 -0.779922
H: 2.153193 -0.836045 1.563342
H: 1.153545 -0.020651 2.649757
H: 0.614242 -1.573605 2.134755
H: 3.079786 0.586391 0.513511
H: 1.144766 -0.443257 -1.364155
H: 1.705129 1.313854 -0.760887
H: -1.558200 -0.717031 0.952002
H: -1.057844 0.268376 -1.809423
H: -3.673872 -0.562999 -0.953594
H: -3.295638 0.773216 0.193491
H: -3.407160 1.045185 -1.556631

Forces on the atoms, in the same order (eV/Å):
C 0.652 0.134 1.108
N -0.519 0.450 -0.014
C 0.893 -2.621 1.920
C 1.920 0.400 -1.800
C -3.232 -0.273 -0.158
C 1.524 -0.408 1.151
C 0.189 -0.347 -0.930
H -0.150 -0.378 -0.232
H -0.358 0.340 -0.305
H -0.177 0.016 -0.267
H -0.168 0.080 0.062
H -0.394 1.093 -0.797
H 0.006 0.389 -0.388
H 0.462 0.526 0.400
H -0.302 0.626 -0.226
H -0.071 0.001 0.216
H -0.272 -0.083 0.097
H -0.003 0.054 0.162

natural (NBO) population analysis, charges in e, atoms 1 to 6: number 1, C, carries -0.665; number 2, N, carries -0.695; number 3, C, carries -0.362; number 4, C, carries 0.043; number 5, C, carries -0.254; number 6, C, carries -0.119